64
Properties=species:S:1:pos:R:3 method="wB97M-V/def2-TZVPD" homo_lumo_gap_ev="7.96 / 5.85" largest_force_ev_per_a=0.60 energy_ha=-2783.451243 total_charge=+1 e_above_lowest_kcal_mol=0.0 mol_weight_g_mol=728.7 s_squared=6.017 spin_multiplicity=5
Ir -0.609 -0.367 0.413
Cl -2.344 1.256 -2.933
C -1.275 0.041 -3.544
C -1.654 -0.630 -4.694
C -0.827 -1.605 -5.221
C 0.371 -1.913 -4.603
C 0.736 -1.244 -3.449
Cl 2.273 -1.675 -2.759
C -0.075 -0.246 -2.879
S 0.400 0.666 -1.441
H -2.592 -0.376 -5.173
H -1.116 -2.124 -6.128
H 1.033 -2.665 -5.015
O 1.475 -1.911 0.623
C 2.265 -1.948 1.823
C 3.134 -0.715 1.998
C 2.353 0.595 1.836
C 1.219 0.721 2.814
C 1.470 1.018 4.148
C 0.423 1.147 5.039
C -0.878 0.979 4.584
C -1.070 0.677 3.257
N -0.050 0.542 2.387
H 2.036 -1.868 -0.160
H 2.881 -2.846 1.838
H 1.542 -2.033 2.637
H 3.941 -0.723 1.262
H 3.596 -0.765 2.988
H 1.961 0.652 0.825
H 3.031 1.440 1.967
H 2.494 1.157 4.471
H 0.615 1.383 6.080
H -1.730 1.081 5.244
H -2.065 0.537 2.851
C -2.645 -5.036 -2.079
C -2.333 -3.712 -2.467
C -1.967 -2.789 -1.528
C -1.882 -3.134 -0.154
C -1.477 -2.199 0.847
C -1.443 -2.584 2.164
C -1.797 -3.898 2.550
C -2.171 -4.809 1.609
C -2.221 -4.454 0.233
C -2.595 -5.393 -0.762
H -2.929 -5.766 -2.829
H -2.388 -3.426 -3.512
H -1.737 -1.771 -1.828
H -1.139 -1.889 2.942
H -1.761 -4.175 3.597
H -2.442 -5.819 1.900
H -2.843 -6.404 -0.454
N -4.004 -0.230 0.237
C -3.572 1.062 0.302
C -4.493 2.127 0.310
C -4.031 3.412 0.401
C -2.653 3.655 0.493
C -1.818 2.576 0.486
N -2.252 1.298 0.394
H -4.953 -0.413 -0.033
H -3.336 -0.970 0.120
H -5.553 1.908 0.251
H -4.732 4.240 0.394
H -2.253 4.657 0.562
H -0.743 2.708 0.536

---

97
Properties=species:S:1:pos:R:3 method="wB97M-V/def2-TZVPD" homo_lumo_gap_ev=10.35 largest_force_ev_per_a=1.16 energy_ha=-4932.663406 total_charge=0 mol_weight_g_mol=1121.5 spin_multiplicity=1
N -2.117 0.677 7.922
C -1.779 1.356 7.049
C -1.300 2.175 5.936
C -0.542 1.319 4.904
C -1.005 1.567 3.475
N -0.730 0.806 2.502
C -0.533 3.413 6.477
C 0.190 4.057 5.382
N 0.735 4.543 4.487
C 0.345 3.164 7.716
C 1.306 1.976 7.647
C 2.425 2.079 6.637
O 2.763 1.163 5.933
O 3.028 3.312 6.555
H -2.198 2.562 5.450
H -0.667 0.259 5.109
H 0.524 1.533 4.920
H -1.603 2.455 3.288
H -0.184 0.011 2.825
H -1.294 4.138 6.775
H -0.304 3.047 8.580
H 0.940 4.059 7.892
H 1.802 1.909 8.619
H 0.806 1.025 7.494
H 3.700 3.409 7.241
C 2.224 -1.007 0.277
C 2.242 -1.785 1.597
C 3.582 -2.039 2.296
F 4.434 -2.714 1.499
F 3.345 -2.787 3.398
F 1.551 -2.936 1.474
F 1.561 -0.983 2.478
O 2.213 -1.742 -0.930
C 3.353 -2.186 -1.534
C 3.450 -3.718 -1.532
F 3.267 -4.204 -0.282
F 4.677 -4.076 -1.958
F 4.460 -1.620 -1.022
F 3.279 -1.834 -2.838
H 1.258 -0.502 0.280
H 2.990 -0.231 0.269
H 4.034 -1.091 2.599
H 2.694 -4.138 -2.198
C -2.876 5.445 -1.597
C -2.829 4.884 -0.172
C -1.464 4.729 0.504
F -0.641 3.940 -0.212
F -1.657 4.158 1.715
F -3.520 3.729 -0.103
F -3.479 5.810 0.597
O -2.919 4.533 -2.675
C -1.797 3.988 -3.228
C -1.704 2.469 -3.010
F -1.851 2.159 -1.711
F -0.486 2.060 -3.426
F -0.680 4.623 -2.845
F -1.909 4.150 -4.575
H -3.839 5.950 -1.651
H -2.106 6.204 -1.745
H -0.995 5.707 0.646
H -2.478 1.968 -3.594
C -3.679 4.029 -7.186
C -2.721 4.408 -8.319
C -3.135 5.513 -9.296
F -4.297 5.223 -9.915
F -2.170 5.633 -10.235
F -2.340 3.306 -8.997
F -1.616 4.917 -7.694
O -4.554 2.932 -7.375
C -5.767 3.046 -7.988
C -5.832 2.277 -9.317
F -4.805 2.605 -10.122
F -6.990 2.598 -9.936
F -6.150 4.327 -8.133
F -6.675 2.441 -7.184
H -3.028 3.692 -6.385
H -4.212 4.904 -6.810
H -3.233 6.464 -8.766
H -5.810 1.204 -9.118
C 3.818 -8.325 2.414
C 4.368 -8.058 1.010
C 3.429 -7.454 -0.036
F 2.338 -8.223 -0.238
F 4.101 -7.356 -1.207
F 4.964 -9.167 0.523
F 5.333 -7.106 1.181
O 3.342 -9.621 2.719
C 2.065 -10.021 2.458
C 2.003 -11.133 1.399
F 2.687 -10.792 0.291
F 0.708 -11.333 1.068
F 1.257 -8.992 2.147
F 1.586 -10.585 3.593
H 4.686 -8.215 3.062
H 3.101 -7.557 2.705
H 3.115 -6.455 0.271
H 2.420 -12.053 1.814

---

69
Properties=species:S:1:pos:R:3 method="wB97M-V/def2-TZVPD" homo_lumo_gap_ev="5.75 / 5.74" largest_force_ev_per_a=0.78 energy_ha=-4764.035373 total_charge=-2 e_above_lowest_kcal_mol=2.2 mol_weight_g_mol=694.6 spin_multiplicity=1
Fe 1.463 0.526 0.190
C 0.340 4.021 2.494
C 0.700 3.080 1.370
N 1.038 1.852 1.593
N 0.963 1.466 2.941
C 0.578 0.244 3.097
S 0.218 -0.923 1.887
S 0.359 -0.181 4.838
C -1.433 -0.493 4.748
C -2.206 0.761 4.451
C -2.428 1.140 3.128
C -3.074 2.333 2.837
C -3.518 3.157 3.862
C -3.309 2.782 5.183
C -2.653 1.594 5.472
C 0.587 3.578 0.000
C 0.676 4.956 -0.247
C 0.487 5.492 -1.501
C 0.164 4.624 -2.557
C 0.051 3.274 -2.355
C 0.280 2.683 -1.077
O 0.160 1.418 -0.945
H 0.021 3.479 3.377
H -0.444 4.703 2.169
H 1.216 4.617 2.765
H -1.719 -0.931 5.705
H -1.583 -1.234 3.962
H -2.065 0.507 2.325
H -3.217 2.620 1.803
H -4.016 4.091 3.633
H -3.649 3.421 5.990
H -2.471 1.314 6.504
H 0.915 5.622 0.575
H 0.590 6.558 -1.669
H 0.012 5.025 -3.554
H -0.183 2.591 -3.162
N 3.082 -0.220 1.209
N 4.139 0.698 1.013
C 4.081 1.415 -0.233
O 5.117 1.985 -0.571
O 2.956 1.377 -0.815
H 2.859 -0.286 2.195
H 3.285 -1.152 0.853
H 5.067 0.336 1.180
S -0.471 -0.641 -4.153
P 0.283 -1.925 -2.859
S 1.596 -1.421 -1.443
C -1.105 -2.876 -2.112
C -1.292 -2.922 -0.740
C -2.365 -3.620 -0.196
C -3.251 -4.289 -1.026
C -3.066 -4.251 -2.406
C -2.005 -3.542 -2.943
C 1.125 -3.293 -3.767
C 1.476 -4.462 -3.094
C 2.143 -5.482 -3.752
C 2.480 -5.340 -5.095
C 2.138 -4.177 -5.768
C 1.459 -3.160 -5.107
H -0.590 -2.406 -0.099
H -2.500 -3.633 0.879
H -4.087 -4.836 -0.605
H -3.758 -4.768 -3.061
H -1.872 -3.485 -4.018
H 1.230 -4.562 -2.043
H 2.410 -6.386 -3.218
H 3.010 -6.133 -5.610
H 2.401 -4.058 -6.813
H 1.171 -2.248 -5.618